Computed, not measured: a structure of composition C52H63BN7O5PSW in a non-equilibrium geometry, with ωB97M-V/def2-TZVPD.

Output
Gap between HOMO and LUMO (alpha / beta), eV: 6.59 / 6.59
2S+1: 1

Atoms and positions in Å:
W: 0.071 0.135 0.671
C: -3.804 0.032 4.513
C: -3.478 -0.564 3.186
C: -3.837 -1.779 2.656
C: -3.240 -1.842 1.385
N: -2.532 -0.721 1.169
N: -2.718 0.055 2.272
B: -2.349 1.529 2.215
N: -2.517 1.986 0.757
N: -1.413 2.348 0.047
C: -1.853 3.171 -0.922
C: -3.252 3.258 -0.865
C: -3.633 2.490 0.211
C: -4.988 2.214 0.768
C: -0.996 4.109 -1.738
C: 0.409 3.571 -1.930
C: -0.930 5.425 -0.943
C: -1.627 4.365 -3.110
N: -0.859 1.698 2.617
N: -0.166 0.555 2.930
C: 0.693 0.891 3.913
C: 0.610 2.269 4.145
C: -0.369 2.745 3.303
C: -0.856 4.133 3.082
C: 1.326 -0.084 4.879
C: 1.643 -1.436 4.267
C: 0.243 -0.286 5.961
C: 2.579 0.514 5.528
C: -3.552 -2.992 0.448
C: -5.049 -2.904 0.103
C: -2.771 -2.998 -0.856
C: -3.263 -4.312 1.181
H: -4.196 -0.739 5.173
H: -2.914 0.471 4.965
H: -4.555 0.818 4.421
H: -4.476 -2.511 3.120
H: -3.044 2.182 2.943
H: -3.899 3.817 -1.520
H: -5.747 2.428 0.018
H: -5.068 1.171 1.080
H: -5.184 2.839 1.641
H: 0.822 3.238 -0.979
H: 0.369 2.736 -2.621
H: 1.064 4.335 -2.353
H: -0.365 5.275 -0.021
H: -0.432 6.197 -1.534
H: -1.931 5.774 -0.684
H: -0.952 4.980 -3.709
H: -2.578 4.893 -3.026
H: -1.793 3.423 -3.638
H: 1.198 2.846 4.837
H: -0.037 4.830 3.249
H: -1.215 4.244 2.059
H: -1.674 4.384 3.760
H: 0.844 -1.779 3.613
H: 2.563 -1.408 3.696
H: 1.777 -2.174 5.060
H: -0.635 -0.762 5.521
H: 0.628 -0.928 6.757
H: -0.053 0.670 6.396
H: 3.257 0.930 4.782
H: 2.319 1.304 6.234
H: 3.112 -0.267 6.072
H: -5.239 -2.035 -0.530
H: -5.355 -3.799 -0.445
H: -5.664 -2.821 0.998
H: -2.789 -2.029 -1.350
H: -1.746 -3.281 -0.669
H: -3.201 -3.735 -1.537
H: -3.934 -4.459 2.026
H: -3.391 -5.153 0.495
H: -2.235 -4.317 1.548
C: 6.084 -3.907 -3.703
C: 5.352 -3.361 -2.507
C: 5.021 -2.011 -2.447
C: 4.316 -1.492 -1.372
C: 3.924 -2.330 -0.347
C: 4.274 -3.673 -0.373
C: 4.985 -4.183 -1.447
S: 3.121 -1.790 1.169
O: 2.317 -2.913 1.572
O: 4.250 -1.467 2.008
N: 2.241 -0.410 0.974
C: 3.037 0.698 1.509
C: 2.264 1.995 1.440
O: 2.720 3.033 1.860
O: 1.106 1.866 0.854
H: 5.533 -3.690 -4.620
H: 6.218 -4.985 -3.624
H: 7.069 -3.446 -3.792
H: 5.323 -1.355 -3.256
H: 4.078 -0.439 -1.334
H: 3.984 -4.303 0.456
H: 5.252 -5.233 -1.462
H: 3.964 0.842 0.944
H: 3.338 0.527 2.543
O: -0.178 -1.850 1.238
C: 0.076 -1.762 0.012
C: 0.533 -2.526 -1.087
C: 0.700 -3.912 -1.208
C: 1.087 -4.444 -2.412
C: 1.340 -3.621 -3.510
C: 1.206 -2.248 -3.398
C: 0.789 -1.696 -2.201
P: 0.480 0.076 -1.866
C: -1.062 0.296 -2.875
C: -2.262 0.262 -2.162
C: -3.488 0.306 -2.804
C: -3.546 0.365 -4.187
C: -2.366 0.357 -4.913
C: -1.141 0.315 -4.268
C: 1.892 0.861 -2.757
C: 2.860 1.383 -1.895
C: 4.019 1.968 -2.372
C: 4.235 2.049 -3.739
C: 3.284 1.539 -4.610
C: 2.128 0.944 -4.127
H: 0.536 -4.538 -0.340
H: 1.216 -5.513 -2.520
H: 1.650 -4.061 -4.449
H: 1.428 -1.616 -4.247
H: -2.221 0.187 -1.086
H: -4.399 0.283 -2.220
H: -4.501 0.400 -4.693
H: -2.394 0.373 -5.995
H: -0.255 0.298 -4.881
H: 2.666 1.340 -0.834
H: 4.750 2.361 -1.677
H: 5.132 2.517 -4.122
H: 3.439 1.605 -5.679
H: 1.420 0.570 -4.849

Computed, not measured: a structure of composition C52H64ClKN2O3P2 in a non-equilibrium geometry, with ωB97M-V/def2-TZVPD.

Output
Gap between HOMO and LUMO, eV: 7.27
2S+1: 1

Atoms and positions in Å:
K: 0.808 -0.626 0.571
Cl: 5.283 1.590 6.417
C: 4.011 1.194 5.278
C: 2.672 1.159 5.714
C: 1.663 0.848 4.837
C: 1.912 0.512 3.459
O: 0.961 0.175 2.679
C: 3.293 0.577 3.054
C: 3.737 0.281 1.698
O: 3.075 -0.146 0.764
C: 4.302 0.927 3.973
H: 2.449 1.393 6.748
H: 0.627 0.825 5.165
H: 4.813 0.496 1.531
H: 5.332 0.965 3.631
C: -0.579 1.860 -6.655
C: 0.765 1.152 -6.427
C: 1.914 2.081 -6.850
C: 0.801 -0.104 -7.299
C: 0.925 0.810 -4.945
C: 1.173 -0.478 -4.490
C: 1.288 -0.700 -3.124
N: 1.179 0.257 -2.208
C: 0.967 1.509 -2.632
C: 0.833 1.811 -3.979
C: 0.846 2.563 -1.563
C: 0.937 3.917 -1.845
C: 0.828 4.865 -0.826
C: 0.644 4.383 0.462
C: 0.574 3.011 0.667
N: 0.658 2.117 -0.316
C: 0.898 6.355 -1.152
C: 2.188 6.663 -1.927
C: 0.879 7.208 0.117
C: -0.320 6.728 -2.014
H: -0.702 2.089 -7.718
H: -0.647 2.801 -6.102
H: -1.412 1.222 -6.342
H: 1.830 2.323 -7.916
H: 2.883 1.602 -6.681
H: 1.897 3.019 -6.286
H: 0.644 0.177 -8.343
H: 0.014 -0.810 -7.017
H: 1.767 -0.615 -7.234
H: 1.262 -1.316 -5.173
H: 1.465 -1.708 -2.746
H: 0.628 2.831 -4.284
H: 1.123 4.245 -2.862
H: 0.572 5.048 1.316
H: 0.458 2.601 1.674
H: 3.069 6.352 -1.358
H: 2.260 7.739 -2.112
H: 2.214 6.157 -2.896
H: 1.725 6.975 0.772
H: -0.047 7.070 0.683
H: 0.946 8.264 -0.157
H: -0.339 6.154 -2.946
H: -0.288 7.792 -2.270
H: -1.251 6.530 -1.475
O: 0.518 -2.919 0.491
P: 0.730 -3.829 1.662
C: 2.288 -3.620 2.550
C: 3.409 -4.383 2.212
C: 4.611 -4.184 2.875
C: 4.703 -3.225 3.879
C: 3.594 -2.461 4.221
C: 2.388 -2.660 3.559
C: -0.580 -3.759 2.900
C: -0.405 -4.139 4.232
C: -1.498 -4.207 5.085
C: -2.770 -3.908 4.612
C: -2.949 -3.527 3.289
C: -1.856 -3.444 2.436
C: 0.705 -5.561 1.134
C: 0.718 -5.821 -0.236
C: 0.707 -7.135 -0.695
C: 0.678 -8.185 0.210
C: 0.652 -7.930 1.577
C: 0.662 -6.622 2.039
H: 3.342 -5.129 1.431
H: 5.481 -4.774 2.608
H: 5.643 -3.070 4.397
H: 3.667 -1.694 4.987
H: 1.529 -2.045 3.807
H: 0.581 -4.385 4.607
H: -1.356 -4.493 6.120
H: -3.623 -3.964 5.281
H: -3.943 -3.291 2.923
H: -1.975 -3.127 1.404
H: 0.729 -4.985 -0.927
H: 0.719 -7.337 -1.759
H: 0.663 -9.209 -0.147
H: 0.622 -8.752 2.281
H: 0.642 -6.425 3.105
C: -4.124 -2.392 -0.415
C: -4.324 -0.872 -0.276
C: -5.462 -0.567 0.698
P: -2.681 -0.015 0.030
C: -2.709 1.132 1.511
C: -2.567 0.330 2.812
C: -3.745 2.242 1.695
C: -2.711 1.179 -1.413
C: -4.042 1.857 -1.763
C: -2.196 0.455 -2.667
H: -4.919 -2.827 -1.032
H: -4.169 -2.885 0.561
H: -3.165 -2.644 -0.875
H: -4.627 -0.507 -1.257
H: -5.168 -0.765 1.735
H: -6.324 -1.206 0.472
H: -5.797 0.469 0.632
H: -1.744 1.623 1.338
H: -3.514 -0.153 3.080
H: -2.292 1.000 3.635
H: -1.789 -0.434 2.748
H: -4.766 1.860 1.723
H: -3.680 3.010 0.924
H: -3.560 2.739 2.654
H: -1.980 1.942 -1.130
H: -4.675 1.185 -2.353
H: -3.858 2.741 -2.385
H: -4.617 2.172 -0.898
H: -2.927 -0.292 -3.000
H: -1.254 -0.059 -2.481
H: -2.048 1.159 -3.495